Below is 2 unconnected molecules or ions with the total composition C4H11N3O2, with properties calculated with ωB97M-V with the def2-TZVPD basis set.

Results
**Maximum force**: 1.88 eV/Å
**SMILES**: CN=C(N)N.CC(=O)O
**E_HOMO**: -9.18 eV
**Orbital gap**: 9.9795 eV

```
! RIJCOSX wB97M-V def2-TZVPD def2/J DEFGRID3
* xyz 0 1
C 1.4040 0.8277 -1.5153
N 0.3244 0.9142 -0.5721
C 0.3149 1.7091 0.4141
N 1.2764 2.6484 0.7147
N -0.8378 1.8957 1.1678
H 2.3453 1.3435 -1.3532
H 1.0515 1.2148 -2.4810
H 1.6082 -0.2006 -1.7080
H 2.0923 2.6232 0.1389
H 1.4752 2.9357 1.6558
H -1.6281 1.2998 0.9840
H -0.6551 1.8301 2.1592
C -1.1599 -3.3706 0.1807
C -1.2070 -1.8365 0.3028
O -1.3846 -1.1795 1.2960
O -0.9662 -1.3189 -0.9065
H -0.3604 -3.7256 0.8319
H -0.7274 -3.5313 -0.7744
H -2.1640 -3.7514 0.3135
H -0.8017 -0.3279 -0.8490
*
```